Molecular formula: C2H4ClNOS
Method: DFT, ωB97M-V/def2-TZVPD

The geometry in XYZ format:
```
10
Properties=species:S:1:pos:R:3:lowdin_charge:R:1
C 0.833 -0.776 -0.223 -0.18
N -0.210 0.149 0.043 -0.40
C -0.038 1.558 -0.087 -0.34
O 1.079 2.007 -0.203 0.04
S -1.990 -0.668 -0.091 0.43
Cl -2.012 -1.296 1.816 0.10
H 0.627 -1.730 0.235 0.05
H 0.759 -0.950 -1.342 0.09
H 1.902 -0.304 -0.160 0.13
H -0.951 2.012 0.013 0.08
```

Properties
SMILES string: CN(C=O)SCl
ΔE to the lowest compared entry with this formula, charge and spin (kcal/mol): 34.4
E_LUMO (eV): -0.4
Highest occupied orbital energy (eV): -9.7